Molecular formula: C19H21AuN8O
Method: DFT, wB97M-V/def2-TZVPD

XYZ file:
```
50
Properties=species:S:1:pos:R:3
Au -0.419 -0.171 1.051
C 1.350 -1.457 1.412
C 1.952 -1.243 0.154
C 1.631 -2.111 -0.917
C 2.083 -1.829 -2.182
C 2.845 -0.671 -2.383
C 3.218 0.175 -1.331
C 2.776 -0.112 -0.062
C 3.231 -0.323 -3.725
N 3.497 -0.015 -4.800
H 1.713 -0.937 2.294
H 0.792 -2.370 1.585
H 1.008 -2.976 -0.731
H 1.844 -2.465 -3.022
H 3.834 1.040 -1.531
H 3.034 0.529 0.771
N -2.007 3.402 5.087
C -0.674 3.432 5.178
N -0.095 4.262 6.039
N 0.137 2.666 4.445
C -0.310 1.794 3.622
N -0.658 0.959 2.883
H -2.592 4.017 5.628
H -2.453 2.815 4.405
H -0.614 4.881 6.636
H 0.910 4.258 6.094
N -0.399 0.430 -1.086
C -0.273 0.752 -2.180
C -0.017 1.153 -3.535
C 0.754 2.292 -3.768
C 1.044 2.642 -5.075
C 0.564 1.865 -6.122
C -0.210 0.736 -5.881
C -0.508 0.370 -4.580
H 1.119 2.887 -2.942
H 1.644 3.517 -5.277
H 0.795 2.145 -7.141
H -0.580 0.144 -6.705
H -1.109 -0.505 -4.374
C -2.850 -4.513 0.901
N -2.974 -3.659 2.076
C -2.250 -2.549 2.224
N -2.398 -1.819 3.349
O -1.443 -2.201 1.317
H -3.529 -5.351 1.029
H -1.835 -4.893 0.802
H -3.129 -3.971 0.000
H -3.585 -3.949 2.820
H -3.003 -2.104 4.098
H -1.864 -0.972 3.450
```

As for the strongest force on any atom: 0.01025 Eh/bohr. The LUMO energy comes out at -8.3081 eV. The total charge is +2. Its HOMO-LUMO gap is 6.26 eV. The value obtained for the relative energy (zero: lowest compared OMol25 entry of this formula, charge and spin) is 15.5 kcal/mol.

Molecular formula: C11H23IrP2
Method: DFT, wB97M-V/def2-TZVPD

XYZ file:
```
37
Properties=species:S:1:pos:R:3
C -2.900 0.684 -0.805
C -2.818 1.208 -2.225
C -2.317 2.571 -2.238
C -1.683 2.997 -1.058
C -1.641 1.877 -0.098
Ir -0.872 0.486 -1.455
P -0.348 -1.060 -2.926
H -3.505 -0.246 -0.483
H -3.025 0.742 -3.256
H -2.445 3.310 -3.048
H -1.170 2.072 0.884
H -1.305 4.022 -0.784
H 0.968 -1.197 -3.321
H -1.002 -1.103 -4.183
H -0.622 -2.406 -2.509
C 1.918 1.929 1.043
C 2.039 0.491 0.506
P 0.395 -0.405 0.260
C 0.951 -2.182 -0.035
C 2.150 -2.595 0.877
C -0.598 -0.290 1.841
C -0.015 -1.127 2.987
H 1.529 2.598 0.255
H 2.942 2.249 1.289
H 1.308 1.978 1.965
H 2.451 0.475 -0.527
H 2.777 -0.053 1.142
H 0.119 -2.908 0.083
H 1.266 -2.244 -1.099
H 1.911 -2.426 1.946
H 2.394 -3.669 0.759
H 3.061 -2.015 0.605
H -0.650 0.752 2.219
H -1.634 -0.578 1.558
H 1.033 -0.817 3.177
H -0.572 -0.921 3.916
H -0.089 -2.200 2.738
```

As for the spin multiplicity: 6. As for the strongest force on any atom: 0.06461 Eh/bohr. The LUMO energy (alpha / beta) comes out at -2.4355 / -6.3980 eV. The total charge is +1. Its HOMO-LUMO gap (alpha / beta) is 6.11 / 6.95 eV. The value obtained for the relative energy (zero: lowest compared OMol25 entry of this formula, charge and spin) is 28.8 kcal/mol. As for the expectation value of S²: 8.771.

Molecular formula: C26H31ClF2GeIN2O2RuSSeTe
Method: DFT, wB97M-V/def2-TZVPD

XYZ file:
```
70
Properties=species:S:1:pos:R:3
Ru -0.519 -0.100 -0.460
Cl -2.199 2.796 5.696
C -1.874 1.645 4.416
C -2.133 0.319 4.624
C -1.862 -0.630 3.634
I -2.239 -2.646 4.006
C -1.304 -0.295 2.391
O -0.955 -1.127 1.503
C -1.138 1.137 2.168
N -0.714 1.485 0.921
C -0.388 2.736 0.679
C -0.510 3.740 1.649
C -1.016 3.433 2.880
C -1.354 2.096 3.178
H -2.540 -0.004 5.573
H -0.034 2.961 -0.316
H -0.215 4.750 1.399
H -1.142 4.193 3.640
C 5.273 2.759 -0.396
Ge 4.734 3.295 -2.187
C 3.258 4.582 -2.058
C 6.252 4.203 -3.077
C 4.077 1.812 -3.300
Se 2.808 0.711 -2.270
C 4.104 -0.478 -1.454
H 5.434 3.653 0.210
H 6.199 2.182 -0.397
H 4.499 2.162 0.088
H 3.541 5.432 -1.435
H 2.394 4.095 -1.604
H 2.970 4.952 -3.044
H 6.609 5.039 -2.472
H 5.961 4.587 -4.057
H 7.081 3.507 -3.217
H 4.865 1.174 -3.703
H 3.518 2.219 -4.144
H 5.031 0.060 -1.266
H 4.274 -1.335 -2.103
H 3.683 -0.795 -0.504
C -7.620 -3.846 -2.892
C -6.390 -3.232 -2.279
C -6.118 -1.880 -2.425
C -4.976 -1.291 -1.891
C -4.736 0.173 -2.126
C -4.088 -2.104 -1.167
C -2.867 -1.578 -0.563
O -2.526 -0.393 -0.665
C -4.339 -3.482 -1.016
C -3.372 -4.382 -0.294
C -5.487 -4.021 -1.576
H -8.302 -3.080 -3.262
H -8.158 -4.459 -2.166
H -7.356 -4.493 -3.732
H -6.811 -1.257 -2.982
H -5.557 0.589 -2.712
H -3.791 0.343 -2.644
H -4.653 0.723 -1.187
H -2.261 -2.244 0.045
H -2.365 -4.286 -0.710
H -3.688 -5.421 -0.387
H -3.307 -4.140 0.769
H -5.678 -5.084 -1.466
Te 0.340 -2.090 -1.845
F -1.645 2.113 -1.844
C -0.687 1.079 -2.085
F -1.225 0.470 -3.233
H 0.187 1.631 -2.454
S 2.561 0.583 1.772
C 4.196 0.341 1.967
N 5.344 0.178 2.104
```

As for the spin multiplicity: 2. As for the strongest force on any atom: 0.00747 Eh/bohr. The LUMO energy (alpha / beta) comes out at 3.7517 / 3.7509 eV. The total charge is -2. Its HOMO-LUMO gap (alpha / beta) is 5.22 / 4.99 eV. The value obtained for the relative energy (zero: lowest compared OMol25 entry of this formula, charge and spin) is 0.0 kcal/mol. As for the expectation value of S²: 0.759.

Molecular formula: C4H6O2
Method: DFT, wB97M-V/def2-TZVPD

XYZ file:
```
12
Properties=species:S:1:pos:R:3
C -0.742 -0.424 0.210
C -0.002 0.638 -0.594
C 0.773 1.545 0.326
O 1.663 2.223 -0.141
C -0.066 -1.753 0.047
O 0.489 -2.280 1.026
H -1.910 -0.526 0.019
H -0.796 -0.201 1.375
H -0.619 1.261 -1.263
H 0.628 0.289 -1.430
H 0.579 1.375 1.364
H 0.003 -2.146 -0.940
```

As for the strongest force on any atom: 0.08389 Eh/bohr. The SMILES is O=CCCC=O. The LUMO energy comes out at 0.6184 eV. The total charge is 0. Its HOMO-LUMO gap is 10.85 eV. The value obtained for the relative energy (zero: lowest compared OMol25 entry of this formula, charge and spin) is 44.4 kcal/mol.

Molecular formula: C3H42NO17
Method: DFT, wB97M-V/def2-TZVPD

XYZ file:
```
63
Properties=species:S:1:pos:R:3
C 1.030 0.971 -1.443
O 0.793 0.610 -2.827
C 0.373 -0.080 -0.602
C 0.404 0.439 0.854
N -1.050 -0.045 -0.990
H 2.084 1.061 -1.292
H 0.638 2.016 -1.432
H 1.619 0.024 -3.198
H 0.873 -1.089 -0.866
H -0.225 1.315 1.245
H 1.445 0.708 1.025
H 0.154 -0.339 1.582
H -1.523 0.967 -0.922
H -1.222 -0.544 -1.867
H -1.586 -0.412 -0.289
H 0.129 -2.384 4.512
H 0.250 -1.013 3.982
O 0.766 -1.687 4.331
H 0.398 -2.986 -0.048
H 0.310 -3.899 1.111
O 0.303 -2.987 0.860
H 1.895 -1.510 2.541
H 1.970 -2.353 1.341
O 2.549 -1.874 1.913
H -1.223 3.669 0.102
H -1.834 3.391 -1.472
O -1.922 3.156 -0.508
H 1.269 -2.586 -2.192
H 2.299 -3.215 -1.270
O 1.279 -3.122 -1.398
H -0.827 -2.545 -3.246
H -0.181 -1.157 -3.621
O -0.043 -2.049 -3.303
H 3.432 3.203 0.894
H 3.156 1.720 0.530
O 2.858 2.670 0.459
H 4.450 0.112 0.787
H 3.082 -0.527 1.136
O 3.564 0.056 0.507
H -2.825 -1.885 0.864
H -4.309 -1.079 0.957
O -3.655 -1.526 0.396
H -2.768 -1.010 -3.214
H -3.333 -2.590 -2.943
O -2.667 -1.979 -3.002
H 0.291 4.668 1.150
H 1.185 3.451 0.676
O 0.303 3.920 0.573
H -3.423 0.360 2.167
H -3.350 -1.148 2.821
O -2.899 -0.368 2.572
H 1.973 2.042 4.029
H 0.509 2.516 4.188
O 1.080 1.868 3.844
H -4.621 1.927 0.912
H -3.695 2.531 1.920
O -3.756 1.780 1.366
H 3.250 -0.946 -0.789
H 3.979 -1.219 -2.263
O 3.202 -1.408 -1.664
H -1.218 0.879 -3.822
H -2.833 0.965 -4.117
O -2.159 0.568 -3.547
```

As for the spin multiplicity: 2. As for the strongest force on any atom: 0.09473 Eh/bohr. The LUMO energy (alpha / beta) comes out at -5.8519 / -12.9274 eV. The total charge is +2. Its HOMO-LUMO gap (alpha / beta) is 9.85 / 2.77 eV. As for the expectation value of S²: 0.756.

Molecular formula: C5H9N4
Method: DFT, wB97M-V/def2-TZVPD

XYZ file:
```
18
Properties=species:S:1:pos:R:3
C 1.536 -0.427 0.775
C -1.810 1.336 0.066
C 3.226 0.543 -0.548
C -1.839 -1.161 -0.277
C 0.475 -0.641 -0.020
N 2.519 0.465 0.486
N -1.057 2.237 0.123
N -0.644 -1.391 0.335
N -2.462 0.275 0.141
H 1.595 -0.837 1.776
H 3.901 1.382 -0.638
H 3.233 -0.197 -1.350
H -1.748 -1.079 -1.363
H -2.615 -1.867 0.008
H 0.442 -0.208 -1.008
H -0.712 3.071 -0.301
H -0.640 -1.756 1.279
H -3.399 0.255 0.517
```

As for the strongest force on any atom: 0.04322 Eh/bohr. The SMILES is C=N/C=C/NC[NH+]=C=N. The LUMO energy comes out at -3.8854 eV. The total charge is +1. Its HOMO-LUMO gap is 7.64 eV. The value obtained for the relative energy (zero: lowest compared OMol25 entry of this formula, charge and spin) is 82.1 kcal/mol.

Molecular formula: C27H31Cl3LaN6O4S2Si
Method: DFT, wB97M-V/def2-TZVPD

XYZ file:
```
75
Properties=species:S:1:pos:R:3
La 0.834 0.678 0.191
O 0.010 2.561 -0.552
C -0.846 2.854 -1.479
C -1.839 3.831 -1.255
C -2.819 4.089 -2.184
C -2.851 3.401 -3.394
C -1.870 2.473 -3.664
C -0.862 2.200 -2.743
C 0.153 1.209 -3.022
N -0.088 0.201 -3.757
C 0.896 -0.833 -3.906
C 1.120 -1.622 -2.593
N 1.951 -0.849 -1.691
C 3.215 -1.057 -1.828
C 4.289 -0.267 -1.334
C 5.587 -0.657 -1.709
C 6.683 0.118 -1.434
C 6.504 1.324 -0.750
C 5.260 1.719 -0.340
C 4.091 0.947 -0.600
O 2.944 1.368 -0.214
H -1.809 4.369 -0.315
H -3.576 4.834 -1.966
H -3.632 3.602 -4.116
H -1.845 1.947 -4.609
H 1.131 1.384 -2.543
H 1.863 -0.438 -4.237
H 0.518 -1.522 -4.666
H 1.601 -2.574 -2.850
H 0.152 -1.822 -2.128
H 3.535 -1.891 -2.469
H 5.701 -1.596 -2.244
H 7.667 -0.192 -1.749
H 7.366 1.950 -0.545
H 5.129 2.648 0.199
N 0.906 -2.398 0.609
N 1.409 -2.583 1.928
C 2.747 -2.720 2.089
N 3.247 -2.455 3.313
S 3.687 -3.333 0.861
H 0.202 -3.114 0.444
H 1.703 -2.616 -0.002
H 0.941 -1.991 2.606
H 2.785 -1.747 3.885
H 4.253 -2.447 3.361
C -6.228 -1.605 1.998
Si -4.486 -0.867 2.317
C -3.719 -1.859 3.754
C -4.720 0.972 2.751
C -3.531 -0.959 0.688
C -4.117 -1.414 -0.477
C -3.450 -1.308 -1.691
C -2.188 -0.753 -1.695
N -1.555 -0.356 -0.592
C -2.218 -0.442 0.584
S -1.361 0.111 1.952
H -6.857 -1.476 2.877
H -6.191 -2.671 1.777
H -6.732 -1.109 1.169
H -4.321 -1.754 4.658
H -2.715 -1.500 3.973
H -3.657 -2.922 3.522
H -5.306 1.107 3.662
H -5.233 1.496 1.943
H -3.753 1.449 2.895
H -5.111 -1.845 -0.443
H -3.903 -1.640 -2.614
H -1.663 -0.609 -2.630
Cl 3.674 2.447 2.481
C 2.140 2.148 3.303
Cl 2.107 2.935 4.858
Cl 0.851 2.773 2.258
C 2.065 0.578 3.386
O 2.315 0.041 4.451
O 1.819 0.049 2.286
```

As for the strongest force on any atom: 0.05269 Eh/bohr. The LUMO energy comes out at 2.3734 eV. The total charge is -1. Its HOMO-LUMO gap is 7.49 eV. The value obtained for the relative energy (zero: lowest compared OMol25 entry of this formula, charge and spin) is 6.5 kcal/mol.

Molecular formula: C23H49N3P4RhSe
Method: DFT, wB97M-V/def2-TZVPD

XYZ file:
```
81
Properties=species:S:1:pos:R:3
Rh -0.647 0.089 -0.623
P 1.229 1.247 -1.744
P -2.247 1.756 -1.031
P -0.940 -1.284 -2.639
H 4.254 -1.048 1.320
C 4.158 -1.011 0.220
C 4.997 0.037 -0.362
H 5.432 0.789 0.293
C 2.308 2.232 -0.637
C 0.725 2.480 -3.007
C 2.423 0.197 -2.655
C -3.756 1.603 -0.003
C -1.722 3.491 -0.763
C -2.927 1.744 -2.728
C 0.161 -2.744 -2.562
C -0.625 -0.567 -4.296
C -2.590 -2.064 -2.865
H 4.305 -2.015 -0.216
H 5.326 -0.033 -1.397
H 2.432 1.729 0.331
H 1.875 3.228 -0.474
H 3.307 2.346 -1.083
H 0.284 3.365 -2.533
H 0.001 2.056 -3.714
H 1.621 2.785 -3.566
H 3.307 0.004 -2.034
H 2.740 0.724 -3.566
H 1.976 -0.761 -2.940
H -4.570 2.140 -0.511
H -3.592 2.047 0.988
H -4.043 0.550 0.118
H -1.919 4.074 -1.672
H -0.655 3.565 -0.515
H -2.306 3.918 0.064
H -3.871 2.308 -2.716
H -3.134 0.720 -3.066
H -2.234 2.228 -3.427
H 0.290 -3.148 -3.577
H -0.288 -3.512 -1.920
H 1.142 -2.485 -2.149
H -0.806 -1.357 -5.039
H 0.409 -0.219 -4.398
H -1.308 0.267 -4.498
H -2.631 -2.491 -3.878
H -3.405 -1.341 -2.753
H -2.735 -2.868 -2.133
C -1.047 -3.068 0.738
C 0.348 -3.167 0.798
C 0.948 -4.372 1.176
C 0.153 -5.480 1.487
C -1.245 -5.385 1.426
C -1.846 -4.181 1.057
Se -1.989 -1.412 0.210
H 2.962 -0.741 0.009
H 0.962 -2.308 0.521
H 2.036 -4.436 1.224
H 0.623 -6.421 1.777
H -1.865 -6.249 1.669
H -2.933 -4.087 1.005
C -0.827 2.257 4.308
N -1.115 0.812 4.185
C 0.092 0.041 4.551
N 1.264 0.410 3.725
C 1.514 1.864 3.842
N 0.327 2.667 3.481
C 0.032 2.626 2.061
P -0.327 0.844 1.550
C -1.623 0.467 2.863
C 1.126 -0.018 2.343
H -0.582 2.468 5.361
H -1.713 2.826 3.994
H -0.115 -1.031 4.423
H 0.335 0.267 5.601
H 2.350 2.142 3.184
H 1.761 2.082 4.893
H -0.850 3.247 1.842
H 0.881 3.018 1.484
H -1.866 -0.606 2.823
H -2.539 1.040 2.654
H 0.963 -1.105 2.296
H 2.050 0.218 1.794
```

As for the spin multiplicity: 5. As for the strongest force on any atom: 0.09871 Eh/bohr. The LUMO energy (alpha / beta) comes out at -8.1860 / -12.1917 eV. The total charge is +3. Its HOMO-LUMO gap (alpha / beta) is 7.00 / 5.09 eV. The value obtained for the relative energy (zero: lowest compared OMol25 entry of this formula, charge and spin) is 0.0 kcal/mol. As for the expectation value of S²: 6.027.

What is the formula in the seventh record?
C27H31Cl3LaN6O4S2Si

The highest total charge belongs to which entry?
C23H49N3P4RhSe

The lowest total charge belongs to which entry?
C26H31ClF2GeIN2O2RuSSeTe

Which of these has the highest strongest force on any atom?
C23H49N3P4RhSe